Entry 1:
A molecular structure, C15H16BrFN3O6SZr, computed with wB97M-V/def2-TZVPD.

```
44
Properties=species:S:1:pos:R:3:forces:R:3
Zr -0.328883 0.032696 -1.385390 0.42 0.00 0.35
Br -0.442836 -0.450818 1.442937 -0.16 0.04 0.12
S -0.631781 3.101751 0.128900 0.05 -0.04 -0.08
F -1.060114 1.262705 -3.644843 -0.01 0.05 -0.19
O -2.505760 -3.809048 -4.157986 0.01 -0.01 0.07
O -0.128977 1.914721 -0.837782 -0.27 0.29 -0.09
O 4.479233 -1.880230 2.143683 -0.02 0.03 -0.15
O -1.460788 -1.811114 -1.385024 -0.07 -0.22 -0.14
O 0.568693 -0.718753 -3.174368 -0.02 -0.01 -0.13
O -2.512001 0.052648 -1.157357 -0.21 -0.07 0.04
N 1.519281 -0.658190 -0.389491 0.00 -0.10 -0.03
N -3.144855 -1.633631 -3.730252 0.12 0.08 0.13
N -0.845587 -2.233716 -4.208237 -0.07 -0.01 0.08
C 3.789752 -1.338499 -0.093791 -0.07 0.02 -0.04
C -2.788223 -0.316682 -3.909471 -0.04 -0.02 0.03
C 0.484509 5.146619 -1.170897 0.05 -0.02 0.01
C -2.564487 -1.179823 -1.485589 0.04 0.03 0.00
C 1.347930 -0.818169 0.935511 0.15 -0.12 0.10
C -1.488468 0.012075 -3.969255 -0.01 0.06 -0.03
C 3.569862 -1.490960 1.288435 0.17 -0.07 0.20
C -1.723015 4.093579 -0.948149 0.06 -0.06 0.01
C -1.011807 5.433029 -1.170764 -0.08 0.00 0.01
C -3.696728 -1.776154 -2.331078 -0.03 0.00 -0.09
C 2.290947 -1.218213 1.824314 -0.05 0.04 -0.18
C 0.723166 4.290453 0.066764 -0.01 -0.04 0.05
C 2.757173 -0.930535 -0.888573 -0.03 0.00 -0.01
C -2.219456 -2.671089 -4.081567 -0.02 -0.03 -0.19
C -0.492035 -1.009908 -3.837128 0.16 0.09 0.06
H 2.094781 -1.341537 2.880233 0.01 0.00 0.01
H -3.557791 0.429194 -3.736618 -0.01 -0.01 -0.01
H 0.791171 4.611071 -2.071366 -0.01 0.00 -0.01
H 2.882345 -0.813426 -1.956800 0.01 0.00 0.00
H -1.808620 3.503029 -1.862198 0.00 0.01 0.00
H -3.858039 -2.832780 -2.129830 -0.04 0.01 0.03
H -1.357918 5.873452 -2.104677 0.02 0.00 -0.01
H -0.170589 -2.994087 -4.135318 -0.01 0.00 0.00
H 0.596504 4.856406 0.995897 0.02 0.02 -0.01
H -4.618604 -1.206518 -2.241234 -0.02 -0.03 0.03
H 5.342497 -2.070337 1.740441 -0.02 0.00 0.06
H 4.756456 -1.545444 -0.533642 0.01 0.00 0.01
H 1.655223 3.729449 0.130443 0.02 0.03 -0.03
H -1.270172 6.125530 -0.368849 0.01 0.01 -0.01
H -2.693528 4.147448 -0.457964 -0.01 0.05 -0.02
H 1.078239 6.057704 -1.111369 -0.01 0.01 0.00
```
Forces are in eV/Å.

Calculated values
net charge = +3
electronic energy = -117421.5785 eV
gap between HOMO and LUMO = 8.19 eV
relative energy (zero: lowest compared OMol25 entry of this formula, charge and spin) = 2.0 kJ/mol
highest occupied orbital energy = -19.2 eV

=====

Entry 2:
C15H16BrN3O2S in the gas phase in a non-equilibrium geometry, computed with wB97M-V/def2-TZVPD.

```
38
Properties=species:S:1:pos:R:3:forces:R:3
Br 1.634578 -0.604757 -4.712093 0.28 -0.18 0.64
S 0.273035 -1.840165 1.872477 -0.35 -0.38 0.66
O -3.203727 -1.164786 3.328711 0.17 0.56 -0.35
O 4.799971 -0.723730 -0.418590 0.06 0.22 -0.53
N -0.330021 0.520465 0.680648 0.11 0.84 -0.59
N -3.686378 1.654034 0.101303 0.21 -0.25 0.65
N -2.363502 1.628068 -0.169251 1.15 -0.45 0.50
C -1.730954 2.461786 -1.181865 0.20 -0.82 0.02
C 5.960931 -0.585605 -1.268158 -0.62 0.66 0.19
C -0.036492 -0.877536 0.361608 -0.25 0.33 -0.31
C 2.471027 -0.806955 -0.116243 -0.92 -0.05 0.17
C 1.994472 -0.799059 -2.828880 -0.51 0.04 0.33
C 0.898686 -0.849196 -1.965211 0.93 -0.19 -0.06
C -2.286577 -0.673780 2.683892 -1.28 -0.79 -0.12
C -2.595195 0.234943 1.527131 -1.31 -0.61 1.68
C 3.302864 -0.827512 -2.355876 0.76 0.61 -1.21
C 1.149045 -0.888012 -0.587295 0.74 -0.19 -0.19
C -5.245044 0.661907 1.634773 0.02 0.42 -0.44
C -0.890352 -1.097536 3.136993 1.03 1.37 -1.07
C -1.698082 0.794097 0.698395 1.12 1.48 -1.47
C 3.555612 -0.778415 -0.988715 0.12 -0.19 0.05
C -3.858234 0.827914 1.123418 0.08 0.29 -0.41
H -5.311687 0.790537 2.698072 -0.02 -0.02 0.52
H -0.091755 -0.880509 -2.379505 -0.32 0.02 0.06
H 5.859883 0.242352 -1.977858 -0.34 -0.10 -0.03
H -0.926556 -1.310652 -0.149534 0.65 0.22 0.25
H -2.447164 3.099647 -1.669737 -0.44 0.28 0.28
H -5.941666 1.335052 1.124628 0.42 0.21 0.14
H -0.935564 3.054965 -0.711990 -0.16 -0.08 -0.38
H 6.795615 -0.278164 -0.630973 -0.23 -0.59 0.07
H -0.353526 -0.217872 3.532277 -0.28 -0.17 -0.20
H 2.621716 -0.757514 0.953759 0.20 -0.11 0.00
H -1.354427 1.803900 -1.977754 0.34 0.26 0.24
H 0.298518 1.201744 0.220838 -0.83 -0.73 0.34
H -5.590203 -0.305475 1.371519 -0.33 -1.21 0.10
H 4.118001 -0.748488 -3.099962 -0.54 -0.19 0.63
H -0.991174 -1.794023 3.960975 -0.11 -0.30 -0.22
H 6.134325 -1.501669 -1.821928 0.24 -0.19 0.06
```
Forces are in eV/Å.

Calculated values
electronic energy = -105256.5847 eV
gap between HOMO and LUMO = 9.25 eV
relative energy (zero: lowest compared OMol25 entry of this formula, charge and spin) = 267.2 kJ/mol
highest occupied orbital energy = -8.8 eV

=====

Entry 3:
C15H16INO4S in the gas phase in a non-equilibrium geometry, computed with wB97M-V/def2-TZVPD.

```
38
Properties=species:S:1:pos:R:3:forces:R:3
I 0.368436 -4.884178 3.072213 0.94 0.87 -1.90
S 0.925608 -0.789476 -1.263080 -0.10 -0.05 0.00
O -0.193560 3.891485 -2.347859 0.49 -0.14 0.10
O 0.717805 1.785383 3.190261 0.10 -0.25 -0.80
O -3.175738 0.381587 1.636994 1.08 0.17 -0.66
O -1.491154 2.188502 -0.846467 -0.24 -0.71 -0.08
N -1.234409 1.156250 2.367027 1.01 -0.54 -1.74
C 0.130998 1.241788 2.263395 1.38 0.82 2.05
C -1.344321 4.410278 -1.700299 0.44 -1.25 0.58
C -1.897967 0.808425 -1.063484 -0.62 1.20 0.69
C 2.024373 -3.300318 -1.445022 -0.18 0.35 -0.75
C 0.874970 0.608223 1.136037 -1.05 -0.96 -2.30
C 2.376807 -4.553458 -0.993215 -0.65 0.35 1.47
C -1.974309 0.544927 1.419730 -2.94 -0.89 0.02
C 0.131796 0.006656 0.130275 1.89 0.78 1.72
C 1.281095 -2.424454 -0.641650 0.10 -0.14 0.92
C 0.877457 -2.822665 0.642588 -0.23 -0.85 0.58
C -2.272299 3.217843 -1.454577 -0.76 0.33 -0.03
C 2.012300 -4.927332 0.315223 -0.57 0.27 0.36
C 1.217695 -4.105934 1.126823 -0.04 0.22 -0.49
C 2.393142 0.664279 1.117098 -0.46 -0.01 -0.45
C -1.354504 0.002700 0.128913 -0.14 0.55 0.20
H -2.709840 2.897083 -2.416026 0.32 -0.13 0.25
H -3.114369 3.531514 -0.804072 0.33 -0.34 -0.10
H -1.504332 0.420228 -1.995787 0.17 0.01 -0.23
H 2.842606 -0.159691 1.663523 -0.07 -0.23 0.07
H 2.784184 1.565578 1.548243 -0.15 0.51 0.47
H 2.766314 0.645049 0.085148 -0.26 -0.24 0.26
H -2.997783 0.745015 -1.077845 0.33 -0.02 0.07
H 0.082261 3.089968 -1.843056 -0.43 0.88 -0.45
H 2.898604 -5.235594 -1.634788 0.28 -0.20 -0.07
H -1.825017 5.141783 -2.343604 0.05 0.04 -0.06
H 2.307406 -3.032182 -2.471627 -0.18 0.14 0.51
H -1.722803 -1.021075 0.031358 -0.05 -0.03 -0.03
H 0.263820 -2.198875 1.292195 0.22 0.05 -0.36
H 2.301507 -5.861693 0.730536 0.24 -0.78 -0.03
H -1.700651 1.496856 3.181123 -0.10 0.22 0.49
H -1.066130 4.875522 -0.736245 -0.16 -0.04 -0.32
```
Forces are in eV/Å.

Calculated values
electronic energy = -44430.0319 eV
gap between HOMO and LUMO = 8.41 eV
relative energy (zero: lowest compared OMol25 entry of this formula, charge and spin) = 0.0 kJ/mol
highest occupied orbital energy = -8.8 eV

=====

Entry 4:
2 unconnected molecules or ions with the total composition C15H16N4O2 in a non-equilibrium geometry, computed with wB97M-V/def2-TZVPD.

```
37
Properties=species:S:1:pos:R:3:forces:R:3
O 0.806443 0.949964 -1.936280 -0.10 -0.28 0.16
O -3.515684 -2.589792 -1.944501 -0.30 -0.05 -0.02
N 2.440166 0.081094 3.233375 -0.69 -1.96 1.16
N -0.549322 -0.156471 -3.340523 -0.74 -0.71 -0.53
N -1.342972 -2.637559 4.393293 1.08 1.28 -0.64
N -2.249054 -0.914097 -1.260172 1.10 1.70 0.74
C -1.265834 -3.170228 -1.463872 -0.12 0.29 0.07
C -0.647729 -1.800523 3.979178 -1.28 -1.44 0.70
C -0.307458 0.281470 2.717299 0.17 -0.99 0.65
C -0.155022 0.214394 -2.114557 0.59 0.96 0.16
C -2.425803 -2.199177 -1.563657 -0.53 -1.80 -0.62
C 0.130800 2.333517 1.464760 0.88 1.46 -0.83
C 2.857451 2.048458 2.013852 0.26 1.60 -1.03
C 1.582506 -0.839336 3.703342 1.60 1.31 -0.66
C 2.411260 3.129618 1.244879 0.68 -1.16 0.83
C -0.983863 -0.252331 -0.909499 -0.65 -0.55 -0.63
C 1.957933 1.101240 2.505576 -0.33 -0.09 0.00
C 0.207210 -0.779228 3.463251 -0.82 0.84 -0.65
C 1.047070 3.269375 0.971281 -1.28 -0.75 0.34
C 0.579087 1.242150 2.225751 -0.40 0.18 -0.13
C 0.122964 0.236396 -4.577203 0.16 0.14 0.47
H -0.925574 2.461944 1.247533 0.08 -0.09 0.09
H 1.982744 -1.662967 4.287846 0.11 0.15 -0.07
H -3.080911 -0.346261 -1.317468 0.00 -0.07 -0.07
H -0.370010 -0.220822 -5.436618 -0.02 -0.01 0.25
H -1.372340 -0.735680 -3.410642 0.08 0.13 -0.02
H 3.911939 1.923510 2.234217 -0.12 -0.03 0.01
H -1.207832 0.626514 -0.308041 0.12 -0.01 -0.05
H -1.374992 0.354396 2.525330 0.15 -0.01 0.03
H -0.366106 -0.919645 -0.308850 0.05 0.06 0.01
H 0.700415 4.105155 0.369323 0.01 -0.16 0.11
H -1.594661 -4.148706 -1.812746 -0.07 0.22 0.05
H -0.436075 -2.830417 -2.079954 0.22 0.00 0.09
H 0.096197 1.322678 -4.684825 0.06 -0.08 -0.03
H 3.123090 3.854290 0.858195 -0.11 -0.15 0.09
H -0.952471 -3.249326 -0.424525 0.22 -0.03 0.04
H 1.166437 -0.083598 -4.544348 -0.07 0.08 -0.07
```
Forces are in eV/Å.

Calculated values
electronic energy = -25870.5459 eV
gap between HOMO and LUMO = 8.40 eV
relative energy (zero: lowest compared OMol25 entry of this formula, charge and spin) = 63.9 kJ/mol
highest occupied orbital energy = -9.1 eV